Below is an isolated ion of composition C4H9NO2 and charge +1 in a non-equilibrium geometry, with properties calculated with ωB97M-V/def2-TZVPD.

As for the highest occupied orbital energy (spin up / spin down): -15.351 / -15.237 eV. Its molecular weight is 103.12 g mol⁻¹. As for the frontier orbital gap (spin up / spin down): 11.81 / 6.35 eV.

```
! wB97M-V def2-TZVPD RIJCOSX def2/J DEFGRID3
* xyz 1 2
C 2.3215 -0.0621 0.1028
C 1.3845 -0.8299 -0.7638
N 0.0895 -0.3171 -0.9961
C -0.6556 0.6315 -0.2491
C -1.7095 -0.0900 0.6368
O -2.3929 0.9810 1.2398
O 1.6449 -1.8141 -1.4033
H 1.9411 0.2351 1.0798
H 2.5913 0.8206 -0.4638
H 3.2021 -0.6636 0.2957
H -0.3866 -0.7505 -1.7889
H -1.1504 1.2938 -0.9687
H 0.0229 1.1746 0.3978
H -2.4285 -0.7001 0.0931
H -1.1599 -0.6444 1.4015
H -3.3144 0.7351 1.3865
*
```

Below is an isolated ion of composition C6H15O3PSi and charge -2 in a non-equilibrium geometry, with properties calculated with ωB97M-V/def2-TZVPD.

As for the highest occupied orbital energy (spin up / spin down): 3.433 / -1.853 eV. Its molecular weight is 194.24 g mol⁻¹. As for the frontier orbital gap (spin up / spin down): 2.83 / 5.35 eV.

```
! wB97M-V def2-TZVPD RIJCOSX def2/J DEFGRID3
* xyz -2 3
C -1.9693 -0.5061 0.9877
C -0.2925 1.3704 1.9341
C 0.2040 -0.8677 -2.3491
C 2.5020 0.4201 -0.2259
C 0.8203 -2.0501 0.2655
C -0.8296 0.3733 0.5379
O 0.2328 1.4569 -1.3628
O -2.4906 1.3829 -1.4271
O -1.1934 3.1696 -0.3046
Si 0.6612 -0.1659 -0.5887
P -1.2502 1.7303 -0.6870
H -2.0566 -1.3681 0.3125
H -2.8531 0.0307 1.1201
H -1.6597 -1.1595 1.8176
H 0.3321 2.1580 1.6616
H -1.1689 1.7007 2.5462
H 0.1442 0.4741 2.4893
H -0.8639 -1.1498 -2.3368
H 0.4073 -0.1027 -2.9849
H 0.6693 -1.6686 -2.7539
H 2.6216 1.4150 -0.7755
H 2.3265 0.8726 0.8858
H 3.3292 -0.3189 -0.1122
H 1.5613 -2.8043 -0.1156
H 0.9581 -1.8525 1.2609
H -0.1422 -2.5404 0.2047
*
```

Below is a 3-piece molecular cluster, C5H11NO4S overall in a non-equilibrium geometry, with properties calculated with ωB97M-V/def2-TZVPD.

As for the highest occupied orbital energy (spin up / spin down): -6.222 / -9.920 eV. Its molecular weight is 181.21 g mol⁻¹. As for the frontier orbital gap (spin up / spin down): 4.90 / 8.60 eV.

```
! wB97M-V def2-TZVPD RIJCOSX def2/J DEFGRID3
* xyz 0 3
C -0.7674 1.2546 -1.3880
C -2.6194 0.1669 -0.2023
C -1.1206 1.6271 1.1338
C 3.9959 -0.8325 0.2910
C -1.3986 1.0703 -0.3166
N 2.8226 -0.2604 -0.0046
O 2.7583 0.9650 0.0047
O 1.6821 -0.9735 -0.3838
O -0.5899 -2.5152 1.3551
O -0.7259 -2.5717 -1.1195
S -0.7652 -3.2760 0.1424
H 0.7952 -0.4619 -0.4819
H -1.0364 0.8676 -2.3892
H -0.0022 1.8894 -1.3669
H -3.6499 0.6878 -0.4626
H -2.7441 -0.0804 0.8680
H -2.5517 -0.6344 -0.9048
H -0.1337 1.9817 1.1065
H -1.8221 2.4182 1.5307
H -1.0547 0.7692 1.8332
H 4.8589 -0.1885 0.2795
H 4.0688 -1.9034 0.4752
*
```

Below is an isolated ion of composition C4H7N and charge +1 in a non-equilibrium geometry, with properties calculated with ωB97M-V/def2-TZVPD.

As for the highest occupied orbital energy (spin up / spin down): -16.089 / -16.370 eV. Its molecular weight is 69.11 g mol⁻¹. As for the frontier orbital gap (spin up / spin down): 11.74 / 7.93 eV.

```
! wB97M-V def2-TZVPD RIJCOSX def2/J DEFGRID3
* xyz 1 2
C 1.3503 -0.2828 0.8777
C 0.2388 -0.3582 -0.1014
C 0.3841 -1.0285 -1.2709
C -1.2506 1.4050 0.0749
N -0.9681 0.2032 0.3356
H 1.2062 -1.1174 1.5744
H 1.4130 0.6006 1.5181
H 2.3281 -0.3285 0.4036
H -0.3899 -1.2190 -2.0029
H 1.3429 -1.4824 -1.5200
H -2.1919 1.8152 0.4680
H -0.6424 2.1103 -0.4907
*
```

Below is a single C9H9NO3 molecule in a non-equilibrium geometry, with properties calculated with ωB97M-V/def2-TZVPD.

As for the SMILES: O=C(/C=C/C=C/c1ccco1)NO. As for the highest occupied orbital energy: -8.151 eV. Its molecular weight is 179.17 g mol⁻¹. As for the frontier orbital gap: 7.72 eV.

```
! wB97M-V def2-TZVPD RIJCOSX def2/J DEFGRID3
* xyz 0 1
C 3.4028 -0.3499 0.0966
C 1.9624 -0.1294 -0.0142
C 1.0092 -1.0798 0.0677
C -0.4615 -0.9569 0.0210
C -1.0648 0.1278 -0.0847
C -2.5127 0.3225 0.0094
C -3.4394 1.3680 0.0183
C -4.7353 0.8937 -0.0493
C -4.5680 -0.5214 0.0175
H 4.0372 2.2044 0.9210
H 4.8991 0.7016 -0.8179
H 1.6964 1.0843 0.1932
H 1.5725 -1.9717 0.0318
H -0.7238 -2.2457 0.1399
H -0.5912 1.1834 -0.0802
H -2.8259 2.0782 0.1377
H -5.5943 1.0489 -0.0111
H -5.4937 -1.4490 -0.2020
N 4.3021 0.5678 0.0425
O 3.9100 1.7956 -0.1029
O 3.7806 -1.5269 -0.0513
O -3.2714 -0.8507 0.0163
*
```

Below is a 2-piece molecular cluster, H4O2 overall in a non-equilibrium geometry, with properties calculated with ωB97M-V/def2-TZVPD.

As for the SMILES: O.O. As for the highest occupied orbital energy: -11.721 eV. Its molecular weight is 36.03 g mol⁻¹. As for the frontier orbital gap: 12.20 eV.

```
! wB97M-V def2-TZVPD RIJCOSX def2/J DEFGRID3
* xyz 0 1
H 1.2952 0.8066 -0.1918
H 1.3451 -0.7697 0.1302
H -1.0270 -0.6402 0.0607
H -1.7820 0.6408 0.4075
O 1.8849 -0.0019 -0.1697
O -1.7162 -0.0356 -0.2369
*
```

Below is C2H6N3O as an isolated structure in a non-equilibrium geometry, with properties calculated with ωB97M-V/def2-TZVPD.

As for the highest occupied orbital energy: -14.926 eV. Its molecular weight is 88.09 g mol⁻¹. As for the frontier orbital gap: 10.89 eV.

```
! wB97M-V def2-TZVPD RIJCOSX def2/J DEFGRID3
* xyz 1 1
C 0.8516 -0.7318 1.2189
C -0.2777 1.2503 0.1037
N 1.6322 0.1636 0.9734
N -0.6843 -0.1163 0.3392
N -0.6862 -0.7335 -0.9462
O 1.2445 1.1908 0.3580
H 0.9976 -1.7479 1.7569
H -0.3123 1.6460 -0.8663
H -0.7959 1.9876 0.9216
H -1.4091 -0.5899 -1.6451
H -0.7496 -1.7441 -0.7948
H 0.1891 -0.5748 -1.4194
*
```

Below is C28H37CoN9O4PSSi as an isolated structure, with properties calculated with ωB97M-V/def2-TZVPD.

As for the highest occupied orbital energy (spin up / spin down): -10.773 / -10.756 eV. Its molecular weight is 713.72 g mol⁻¹. As for the frontier orbital gap (spin up / spin down): 7.69 / 7.71 eV.

```
! wB97M-V def2-TZVPD RIJCOSX def2/J DEFGRID3
* xyz 1 2
Co 0.1208 -0.0837 0.1318
N -1.4817 -3.7468 2.0846
C -0.7381 -2.6502 2.2490
N -0.6862 -1.9950 1.1075
C -1.4320 -2.7630 0.2662
N -1.9344 -3.8398 0.8197
C -1.6397 -2.3416 -1.1223
C -2.2861 -3.1118 -2.0823
N -2.4274 -2.6765 -3.3277
C -1.9300 -1.4749 -3.6087
C -1.2751 -0.7042 -2.6573
N -1.1335 -1.1471 -1.4154
H -1.7094 -4.4620 2.7565
H -0.2520 -2.3728 3.1706
H -2.6876 -4.0861 -1.8337
H -2.0580 -1.1100 -4.6211
H -0.8575 0.2726 -2.8607
S -2.5966 1.1977 1.6702
C -1.3172 0.6711 1.0659
N 1.7178 -1.3083 -4.5529
C 2.7673 -0.5374 -4.2228
N 3.6272 -0.1834 -5.1799
N 3.0278 -0.1234 -2.9968
C 2.2460 -0.4092 -2.0068
N 1.6627 -0.6181 -1.0248
H 1.5401 -1.5848 -5.5017
H 1.0397 -1.5539 -3.8530
H 3.4658 -0.3882 -6.1485
H 4.3534 0.4663 -4.9319
C -0.5245 4.2906 0.6712
C 0.3955 4.3465 -0.5547
C 1.8294 4.1000 -0.0758
C 0.2845 5.7218 -1.2211
Si -0.1393 2.9211 -1.6897
O -0.0132 1.5215 -0.9175
C -1.9263 3.1757 -2.2446
C -2.8971 2.2199 -1.9377
C -4.2175 2.3561 -2.3497
C -4.5962 3.4681 -3.0864
C -3.6473 4.4268 -3.4177
C -2.3312 4.2762 -3.0068
C 0.8229 2.8690 -3.3347
C 0.1914 2.2543 -4.4252
C 0.7966 2.1486 -5.6692
C 2.0666 2.6748 -5.8657
C 2.7132 3.2996 -4.8106
C 2.0961 3.3931 -3.5683
H -0.2768 5.0939 1.3740
H -0.4073 3.3397 1.1984
H -1.5768 4.4019 0.3953
H 2.0609 4.7403 0.7840
H 2.5724 4.3208 -0.8413
H 1.9575 3.0597 0.2252
H 0.8300 6.4745 -0.6419
H -0.7541 6.0507 -1.2831
H 0.7004 5.7292 -2.2322
H -2.6035 1.3439 -1.3700
H -4.9492 1.5959 -2.1023
H -5.6234 3.5868 -3.4064
H -3.9345 5.2903 -4.0043
H -1.6055 5.0269 -3.2992
H -0.8290 1.8987 -4.3191
H 0.2626 1.6940 -6.4958
H 2.5338 2.6273 -6.8421
H 3.6945 3.7342 -4.9571
H 2.6285 3.9000 -2.7758
C 3.7638 1.4411 1.5568
O 3.3760 0.0690 1.7126
P 1.8452 -0.3514 1.8972
O 2.0657 -1.9188 2.1360
C 2.5775 -2.7891 1.1225
O 1.4748 -0.0287 3.4314
C 0.9029 1.2277 3.8054
H 4.6120 1.6159 2.2137
H 2.9568 2.1227 1.8261
H 4.0499 1.6180 0.5217
H 2.8208 -3.7249 1.6186
H 3.4762 -2.3718 0.6704
H 1.8273 -2.9604 0.3501
H 0.3000 1.0563 4.6934
H 0.2781 1.6356 3.0099
H 1.6894 1.9440 4.0422
*
```

Below is a single C19H14Cl2N4O2 molecule in a non-equilibrium geometry, with properties calculated with ωB97M-V/def2-TZVPD.

As for the highest occupied orbital energy: -7.620 eV. Its molecular weight is 401.25 g mol⁻¹. As for the frontier orbital gap: 6.42 eV.

```
! wB97M-V def2-TZVPD RIJCOSX def2/J DEFGRID3
* xyz 0 1
N 0.3444 4.3151 -1.9842
C 0.4698 4.0736 -0.8372
C 0.6345 3.6824 0.5076
C 1.2695 2.3712 0.8328
C 2.5200 2.3390 0.0484
N 3.4476 2.1699 -0.6567
C 1.6529 2.3339 2.3588
O 2.4628 1.4731 2.6906
C 1.0680 3.2941 3.3125
Cl 1.4062 3.0104 4.9523
C 0.2737 4.3390 2.9194
Cl -0.4845 5.3663 4.0375
C -0.0569 4.5414 1.4811
O -0.9589 5.3111 1.1285
C 0.2717 -2.3679 -3.2418
C 0.5182 -0.8781 -2.9164
C 0.2545 -0.5206 -1.4919
C -0.4027 -1.4268 -0.6405
N -0.9161 -2.5981 -1.1132
C -0.9380 -2.9240 -2.5282
C -1.7708 -3.4461 -0.3038
C -1.3874 -3.4080 1.1570
C -1.1979 -1.9678 1.6800
C -0.5241 -1.0525 0.7211
C -0.0440 0.1860 1.1624
N 0.6162 1.0527 0.3498
C 0.6429 0.7263 -0.9876
H 0.1377 -2.4735 -4.3204
H 1.1554 -2.9653 -2.9676
H 1.5738 -0.6684 -3.1389
H -0.1005 -0.2328 -3.5647
H -1.8698 -2.5874 -3.0054
H -0.9590 -4.0115 -2.6447
H -2.8267 -3.1706 -0.4353
H -1.7064 -4.4690 -0.6839
H -2.1825 -3.8803 1.7379
H -0.4752 -4.0017 1.3142
H -2.1819 -1.5408 1.9501
H -0.5909 -2.0172 2.5931
H -0.1757 0.5270 2.2002
H 1.0302 1.4960 -1.6728
*
```